1.
C3H6ClN | ωB97M-V/def2-TZVPD

The LUMO energy is 1.1 eV. The calculation puts the HOMO-LUMO gap at 11.09 eV. Its total charge is 0. The calculation puts the relative energy (zero: lowest compared OMol25 entry of this formula, charge and spin) at 105.0 kJ/mol.

Last column: Mulliken charge in e.
Positions of all 11 atoms, in Å:
C -1.105 -1.195 0.658  -0.728
C -0.224 -0.225 0.693  -0.149
C 1.001 -0.031 -0.201  -0.052
N 0.693 1.301 -1.130  -0.622
Cl 2.283 0.324 1.037  -0.205
H -1.750 -1.122 1.517  0.221
H -1.343 -2.075 -0.015  0.258
H -0.223 0.366 1.589  0.306
H 1.232 -0.746 -0.875  0.441
H 0.402 2.027 -0.323  0.285
H 1.583 1.577 -1.546  0.246

***

2.
C3H6ClN2 | ωB97M-V/def2-TZVPD

The LUMO energy is -5.2 eV. The calculation puts the HOMO-LUMO gap at 9.97 eV. Its total charge is +1. The calculation puts the relative energy (zero: lowest compared OMol25 entry of this formula, charge and spin) at 118.0 kJ/mol.

Last column: Mulliken charge in e.
Positions of all 12 atoms, in Å:
C -2.377 -0.264 -0.178  0.445
C 1.772 0.892 -0.283  0.328
C 3.034 0.791 0.307  -0.753
N 0.687 0.877 -0.630  -0.470
N -2.678 -1.509 -0.027  -0.163
Cl -3.392 0.977 0.040  0.019
H -1.284 -0.087 -0.512  0.278
H 3.417 1.780 0.407  0.291
H 3.547 0.199 -0.352  0.290
H 2.837 0.254 1.255  0.259
H -1.971 -2.140 -0.088  0.253
H -3.594 -1.769 0.060  0.222

***

3.
C3H6ClN2O | ωB97M-V/def2-TZVPD

The LUMO energy (spin up / spin down) is -5.3 / -5.3 eV. The calculation puts the HOMO-LUMO gap (spin up / spin down) at 7.31 / 7.31 eV. Its total charge is +1. The calculation puts the relative energy (zero: lowest compared OMol25 entry of this formula, charge and spin) at 319.7 kJ/mol.

Last column: Mulliken charge in e.
Positions of all 13 atoms, in Å:
C 0.098 0.234 -0.039  0.402
C -1.116 0.629 -0.491  -0.151
C 0.706 -2.363 0.295  0.206
N 0.772 -1.035 0.107  -0.106
N -1.382 1.931 -0.350  -0.267
O 0.978 1.242 0.296  -0.679
Cl 1.892 -3.270 1.042  -0.025
H -1.947 -0.163 -0.575  0.249
H -0.318 -2.801 0.198  0.322
H 1.827 -0.830 0.384  0.258
H -2.266 2.295 -0.595  0.214
H -0.667 2.368 0.098  0.214
H 1.423 1.764 -0.369  0.362

***

4.
C3H6ClNO | ωB97M-V/def2-TZVPD

The LUMO energy is 0.7 eV. The calculation puts the HOMO-LUMO gap at 9.83 eV. Its total charge is 0. The calculation puts the relative energy (zero: lowest compared OMol25 entry of this formula, charge and spin) at 241.8 kJ/mol.

Last column: Mulliken charge in e.
Positions of all 12 atoms, in Å:
C -1.089 1.431 0.819  0.131
C 0.464 -1.518 0.118  -1.098
C 0.249 -0.262 -0.728  -0.224
N 0.422 0.874 0.132  -0.290
O -2.034 0.740 0.772  -0.352
Cl 1.093 2.282 -0.629  -0.135
H -0.908 2.405 1.252  0.371
H 1.458 -1.499 0.553  0.309
H -0.263 -1.547 0.926  0.278
H 0.346 -2.404 -0.502  0.343
H 1.006 -0.218 -1.517  0.408
H -0.744 -0.282 -1.197  0.260

***

5.
C3H6ClNO2SbSe4Zr | ωB97M-V/def2-TZVPD

The LUMO energy is 2.1 eV. The calculation puts the HOMO-LUMO gap at 6.37 eV. Its total charge is -1.

Last column: Mulliken charge in e.
Positions of all 19 atoms, in Å:
Zr -0.804 -0.284 0.382  0.447
N 2.638 0.230 -0.385  -0.453
C 2.798 -0.011 1.074  -0.531
C 1.319 -0.216 1.379  1.203
O 0.794 -1.390 1.196  -0.684
O 0.582 0.833 1.522  -0.531
H 3.399 -0.143 -0.942  0.193
H 2.587 1.242 -0.504  0.217
H 3.204 0.852 1.585  0.306
H 3.328 -0.943 1.325  0.334
Se -4.464 1.012 -2.260  -0.638
Sb -2.973 1.869 -0.550  0.915
Se -3.100 0.143 1.399  -0.512
Se -0.630 1.788 -1.392  -0.416
Se -3.262 4.123 0.380  -0.620
Cl 0.053 -2.376 -1.610  -0.192
C -1.461 -2.055 -0.758  -0.597
H -1.761 -3.012 -0.387  0.358
H -2.250 -1.663 -1.453  0.201

***

6.
C3H6ClNOS | ωB97M-V/def2-TZVPD

The LUMO energy is 0.3 eV. The calculation puts the HOMO-LUMO gap at 8.95 eV. Its total charge is 0. The calculation puts the relative energy (zero: lowest compared OMol25 entry of this formula, charge and spin) at 219.1 kJ/mol.

Last column: Mulliken charge in e.
Positions of all 13 atoms, in Å:
C -0.493 0.057 -1.541  -0.798
C 0.002 -0.169 0.587  0.847
C 1.142 0.730 0.370  -0.560
H 0.611 -0.248 -1.789  0.292
H -0.416 1.134 -1.422  0.361
H -1.063 -0.350 -2.341  0.275
H 1.895 0.573 1.022  0.391
H 1.657 0.867 -0.606  0.269
H -1.673 -2.264 1.098  0.146
N 0.032 -0.804 1.674  -0.505
O -1.008 -0.336 -0.244  -0.386
S -1.203 -1.697 2.366  -0.133
Cl 0.515 2.505 0.824  -0.201

***

7.
C3H6ClNS | ωB97M-V/def2-TZVPD

The LUMO energy (spin up / spin down) is 0.7 / -1.4 eV. The calculation puts the HOMO-LUMO gap (spin up / spin down) at 6.52 / 8.09 eV. As for the multiplicity: 3. Its total charge is 0. The calculation puts the relative energy (zero: lowest compared OMol25 entry of this formula, charge and spin) at 83.9 kJ/mol. As for the expectation value of S²: 2.009.

Last column: Mulliken charge in e.
Positions of all 12 atoms, in Å:
C 0.280 -0.240 -0.457  0.246
C -0.681 2.160 0.779  -0.799
C 0.887 -2.345 0.052  -0.721
N -0.022 -0.247 -1.628  -0.480
S 0.202 0.576 1.072  0.018
Cl -0.716 -2.924 0.665  -0.132
H -0.454 2.347 -0.245  0.220
H -0.291 2.953 1.381  0.332
H -1.736 2.058 0.929  0.275
H 1.715 -2.400 0.664  0.424
H 0.951 -2.519 -0.952  0.363
H -0.135 0.580 -2.260  0.253

***

8.
C3H6ClNS2 | ωB97M-V/def2-TZVPD

The LUMO energy is -0.5 eV. The calculation puts the HOMO-LUMO gap at 7.85 eV. Its total charge is 0. The calculation puts the relative energy (zero: lowest compared OMol25 entry of this formula, charge and spin) at 347.5 kJ/mol.

Last column: Mulliken charge in e.
Positions of all 13 atoms, in Å:
C 0.768 0.202 -0.002  0.721
C -0.588 0.457 0.555  -0.965
C -1.906 0.338 -0.236  -0.236
H 3.487 0.365 -0.900  0.165
H 0.667 -1.694 0.686  0.250
H -0.574 1.401 1.077  0.398
H -0.854 -0.280 1.353  0.311
H -1.909 1.034 -1.180  0.275
H -2.611 0.845 0.554  0.283
N 1.306 -1.073 0.282  -0.266
S 2.855 -1.520 -0.452  -0.244
S 1.555 1.213 -0.888  -0.524
Cl -2.195 -1.289 -0.847  -0.167

***

9.
C3H6DyO4 | ωB97M-V/def2-TZVPD

The LUMO energy (spin up / spin down) is -9.3 / -10.3 eV. The calculation puts the HOMO-LUMO gap (spin up / spin down) at 7.90 / 6.83 eV. As for the multiplicity: 7. Its total charge is +2. As for the expectation value of S²: 12.015.

Last column: Mulliken charge in e.
Positions of all 14 atoms, in Å:
O 0.827 -0.911 0.490  -0.339
C 0.134 0.197 0.645  1.158
C 1.248 -1.037 -0.883  -0.235
O -0.087 0.646 1.785  -0.584
O 0.150 0.965 -0.417  -0.246
C 0.677 0.228 -1.537  -0.250
Dy 0.900 0.351 4.165  1.360
H 0.812 -1.959 -1.276  0.290
H 2.341 -1.083 -0.898  0.265
H -0.142 0.022 -2.232  0.292
H 1.437 0.850 -2.019  0.286
O -2.842 0.187 0.745  -0.635
H -2.352 0.788 1.416  0.299
H -3.104 0.757 0.015  0.339

***

10.
C3H6F2O | ωB97M-V/def2-TZVPD

The LUMO energy is 0.7 eV. The calculation puts the HOMO-LUMO gap at 9.86 eV. Its total charge is 0. The calculation puts the relative energy (zero: lowest compared OMol25 entry of this formula, charge and spin) at 270.9 kJ/mol.

Last column: Mulliken charge in e.
Positions of all 12 atoms, in Å:
C -1.831 0.343 -0.197  -0.755
C 0.995 -0.828 -0.441  -0.288
C 0.375 0.436 0.235  0.388
O 0.506 0.657 1.565  -0.487
F 2.291 -1.249 -0.180  -0.292
F 0.729 1.602 -0.471  -0.283
H -2.042 1.284 0.365  0.285
H -1.693 0.433 -1.315  0.269
H -1.970 -0.670 0.224  0.301
H 1.065 -0.588 -1.460  0.276
H 0.257 -1.654 -0.299  0.232
H 1.318 0.233 1.973  0.354

***

So what do the calculations give for max |F|? Going down the list: 6.63, 3.70, 4.89, 4.43, 3.82, 4.05, 4.54, 5.56, 3.19, 4.78 eV/Å.